Model i:
Formula: C3H7NS2
Source: OMol25
Level of theory: ωB97M-V/def2-TZVPD

Values from the calculation:
- LUMO energy (eV) = 0.61
- SMILES string = CS/C(C)=N\S

The geometry in ORCA input format:
```
! wB97M-V def2-TZVPD RIJCOSX def2/J DEFGRID3
* xyz 0 1
C -0.87462 -1.77664 0.83518
S -1.10671 -0.70286 -0.68204
C -0.40840 0.79925 0.01010
C -1.36536 1.94639 0.24019
N 0.81025 1.00963 0.20173
S 2.11810 -0.10585 -0.02915
H -1.29513 -2.73445 0.59277
H -1.55161 -1.31872 1.64084
H 0.14399 -1.75650 1.17744
H -1.91259 2.20788 -0.67909
H -0.76837 2.81952 0.57112
H -2.08347 1.73221 1.05968
H 1.50345 -0.89207 -0.90873
*
```

In the natural (NBO) picture, each atom carries the following charge in e:
1 C -0.705
2 S 0.138
3 C 0.134
4 C -0.660
5 N -0.554
6 S 0.180
7 H 0.229
8 H 0.217
9 H 0.228
10 H 0.231
11 H 0.234
12 H 0.227
13 H 0.101

---

Model ii:
Formula: C3H7NS2
Source: OMol25
Level of theory: ωB97M-V/def2-TZVPD

Values from the calculation:
- LUMO energy (alpha / beta) (eV) = -0.64 / -0.95

The geometry in ORCA input format:
```
! wB97M-V def2-TZVPD RIJCOSX def2/J DEFGRID3
* xyz 0 1
C -2.01441 -1.20813 0.58399
C 2.04516 1.08162 -0.48230
C 1.20051 0.06660 0.21563
N -2.68508 -0.37072 -0.10683
S -1.73382 -1.99025 1.91920
S 0.28732 -1.14500 -0.86484
H 1.56156 1.50703 -1.42183
H 2.32481 1.79986 0.27760
H 2.98378 0.70916 -1.04956
H 0.30321 0.42829 0.89136
H 1.75811 -0.59901 0.96590
H -3.71804 -0.17301 0.02831
H -2.31309 -0.10644 -0.95665
*
```

In the natural (NBO) picture, each atom carries the following charge in e:
1 C 0.121
2 C -0.646
3 C -0.539
4 N -0.786
5 S 0.126
6 S -0.197
7 H 0.220
8 H 0.218
9 H 0.219
10 H 0.217
11 H 0.212
12 H 0.403
13 H 0.431

---

Model iii:
Formula: C3H7NS2
Source: OMol25
Level of theory: ωB97M-V/def2-TZVPD

Values from the calculation:
- LUMO energy (eV) = 0.72
- SMILES string = CC(=S)N(C)S

The geometry in ORCA input format:
```
! wB97M-V def2-TZVPD RIJCOSX def2/J DEFGRID3
* xyz 0 1
C 1.18273 1.05091 0.46500
C -0.10129 0.35833 0.87893
S -0.72610 0.57686 2.40313
N -0.66462 -0.43160 -0.06293
C -0.07431 -0.68891 -1.37088
S -2.08371 -1.38417 0.23103
H 0.99919 1.77715 -0.34121
H 1.59933 1.56392 1.30783
H 1.91855 0.35146 0.11560
H 0.44970 0.20614 -1.72134
H 0.60196 -1.53039 -1.32636
H -0.89937 -0.93207 -2.05754
H -2.20207 -0.91762 1.47874
*
```

In the natural (NBO) picture, each atom carries the following charge in e:
1 C -0.674
2 C 0.127
3 S -0.175
4 N -0.515
5 C -0.417
6 S 0.147
7 H 0.226
8 H 0.250
9 H 0.222
10 H 0.218
11 H 0.207
12 H 0.220
13 H 0.163

---

Model iv:
Formula: C3H7NS2
Source: OMol25
Level of theory: ωB97M-V/def2-TZVPD

Values from the calculation:
- LUMO energy (eV) = 0.62

The geometry in ORCA input format:
```
! wB97M-V def2-TZVPD RIJCOSX def2/J DEFGRID3
* xyz 0 1
C -0.54964 1.68489 -0.64167
C -0.90074 0.28908 -0.07223
C 0.89628 -2.79497 1.38123
H 0.79307 3.16051 -1.99898
H -1.18820 2.56364 -0.44448
H 0.34736 2.10624 -0.13448
H -1.78656 -0.27180 -0.46554
H -1.07899 0.26915 0.82815
H 1.21011 -3.06297 2.62461
H 1.36300 -3.48887 0.29708
N 0.40755 -1.60636 1.35045
S -0.06662 2.05067 -2.52290
S 0.55339 -0.89920 -0.20126
*
```

In the natural (NBO) picture, each atom carries the following charge in e:
1 C -0.482
2 C -0.486
3 C -0.102
4 H 0.149
5 H 0.229
6 H 0.220
7 H 0.220
8 H 0.204
9 H 0.207
10 H 0.178
11 N -0.588
12 S -0.114
13 S 0.365

---

The structure with the greatest stability is model iii.

---

Model i:
Formula: C2H11NO4
Source: OMol25
Level of theory: ωB97M-V/def2-TZVPD

Values from the calculation:
- LUMO energy (eV) = 0.72
- SMILES string = CC(N)=O.O.O.O

The geometry in ORCA input format:
```
! wB97M-V def2-TZVPD RIJCOSX def2/J DEFGRID3
* xyz 0 1
C -0.00527 0.18426 2.11742
C 0.14727 0.75150 0.72971
N 1.24219 0.34201 0.05246
O -0.70591 1.48661 0.22952
H -0.03528 -0.90684 2.06222
H 0.85005 0.45470 2.73295
H -0.94456 0.51698 2.54894
H 1.60742 -0.58518 0.20053
H 1.38929 0.75689 -0.85289
O 0.60920 -2.55777 0.13348
H -0.18926 -2.10400 -0.24656
H 0.46337 -3.49211 -0.01658
O 0.40028 2.18535 -2.11657
H -0.15104 2.12473 -1.32205
H 0.01068 2.89163 -2.63584
O -1.54850 -1.03295 -1.03324
H -1.35860 -0.16923 -0.63612
H -1.78133 -0.84659 -1.94736
*
```

In the natural (NBO) picture, each atom carries the following charge in e:
1 C -0.725
2 C 0.694
3 N -0.822
4 O -0.688
5 H 0.253
6 H 0.238
7 H 0.237
8 H 0.427
9 H 0.421
10 O -0.995
11 H 0.506
12 H 0.477
13 O -0.993
14 H 0.492
15 H 0.472
16 O -0.975
17 H 0.494
18 H 0.486

---

Model ii:
Formula: C2H11NO4
Source: OMol25
Level of theory: ωB97M-V/def2-TZVPD

Values from the calculation:
- LUMO energy (eV) = 0.55
- SMILES string = CC(N)=O.O.O.O

The geometry in ORCA input format:
```
! wB97M-V def2-TZVPD RIJCOSX def2/J DEFGRID3
* xyz 0 1
C -1.04205 0.43705 1.97481
C -0.71170 -0.50603 0.85511
N 0.47379 -1.13716 0.94389
O -1.50061 -0.71559 -0.05432
H -1.94972 0.96949 1.74161
H -0.31981 1.25715 1.93075
H -1.10151 0.01994 2.97024
H 1.11564 -0.96604 1.69363
H 0.79535 -1.56245 0.07191
O 2.59078 2.49444 1.04175
H 1.80089 3.02696 0.89940
H 3.34420 3.04157 0.80575
O 0.47553 -2.03388 -1.81325
H -0.48250 -1.90198 -1.75083
H 0.75122 -1.14353 -2.07837
O -0.80046 0.77879 -2.32011
H -1.51428 0.51768 -1.72061
H -1.23487 1.28951 -3.01974
*
```

In the natural (NBO) picture, each atom carries the following charge in e:
1 C -0.722
2 C 0.688
3 N -0.822
4 O -0.685
5 H 0.235
6 H 0.226
7 H 0.235
8 H 0.395
9 H 0.434
10 O -0.943
11 H 0.471
12 H 0.473
13 O -0.957
14 H 0.493
15 H 0.483
16 O -0.969
17 H 0.496
18 H 0.469

---

Model iii:
Formula: C2H11NO4
Source: OMol25
Level of theory: ωB97M-V/def2-TZVPD

Values from the calculation:
- LUMO energy (eV) = 0.63
- SMILES string = CNC=O.O.O.O

The geometry in ORCA input format:
```
! wB97M-V def2-TZVPD RIJCOSX def2/J DEFGRID3
* xyz 0 1
C 1.49112 1.45327 -2.58742
N 0.66051 0.75956 -1.61829
C 0.98528 -0.32417 -0.85905
O 0.17994 -1.04265 -0.31378
H 1.59960 2.50259 -2.31676
H 2.44650 0.93450 -2.55051
H 1.03113 1.43733 -3.57172
H -0.23064 1.15759 -1.35010
H 2.07221 -0.53400 -0.86570
O -0.78349 1.98798 1.76919
H -1.43484 1.72036 2.41173
H 0.04557 1.65520 2.10873
O -2.43443 1.27373 -1.50105
H -2.47030 0.35809 -1.68152
H -2.57479 1.58482 -0.61898
O -0.24253 -5.29494 4.33579
H 0.57778 -4.99026 4.69352
H -0.91861 -4.63897 4.51591
*
```

In the natural (NBO) picture, each atom carries the following charge in e:
1 C -0.402
2 N -0.632
3 C 0.531
4 O -0.614
5 H 0.196
6 H 0.201
7 H 0.201
8 H 0.421
9 H 0.090
10 O -0.942
11 H 0.469
12 H 0.473
13 O -0.974
14 H 0.491
15 H 0.493
16 O -0.940
17 H 0.469
18 H 0.471

---

The structure with the greatest stability is model i.

---

Model i:
Formula: C2H3N3S
Source: OMol25
Level of theory: ωB97M-V/def2-TZVPD

Values from the calculation:
- LUMO energy (alpha / beta) (eV) = -0.55 / -0.55

The geometry in ORCA input format:
```
! wB97M-V def2-TZVPD RIJCOSX def2/J DEFGRID3
* xyz 0 1
C -0.51332 -0.64430 -0.46805
C -1.28211 0.62329 -0.67662
N -0.15190 1.19917 0.18514
N 0.51177 0.07420 0.24714
N 1.65625 -0.11524 0.61639
S -2.22358 -0.60891 0.30976
H -0.23960 -1.36530 -1.12358
H 0.38873 2.12310 0.28027
H 1.85376 -1.28600 0.62956
*
```

In the natural (NBO) picture, each atom carries the following charge in e:
1 C -0.265
2 C -0.253
3 N -0.390
4 N 0.161
5 N -0.357
6 S 0.105
7 H 0.230
8 H 0.421
9 H 0.348

---

Model ii:
Formula: C2H3N3S
Source: OMol25
Level of theory: ωB97M-V/def2-TZVPD

Values from the calculation:
- LUMO energy (eV) = 0.20
- SMILES string = [H]/N=C(/C#N)NS

The geometry in ORCA input format:
```
! wB97M-V def2-TZVPD RIJCOSX def2/J DEFGRID3
* xyz 0 1
H 1.72601 -2.21364 -0.07010
N 1.94403 -1.20231 -0.10677
C 0.89622 -0.47658 0.05458
C 0.96582 0.96222 0.05161
N 1.09135 2.10532 -0.01607
N -0.42081 -0.94228 0.21493
S -1.78454 0.06499 -0.14115
H -0.55793 -1.89093 -0.06905
H -2.08983 0.42581 1.11569
*
```

In the natural (NBO) picture, each atom carries the following charge in e:
1 H 0.342
2 N -0.600
3 C 0.320
4 C 0.208
5 N -0.239
6 N -0.744
7 S 0.198
8 H 0.399
9 H 0.115

---

The structure with the greatest stability is model ii.

---

Model i:
Formula: C4H12NS
Source: OMol25
Level of theory: ωB97M-V/def2-TZVPD

Values from the calculation:
- LUMO energy (eV) = -9.05

The geometry in ORCA input format:
```
! wB97M-V def2-TZVPD RIJCOSX def2/J DEFGRID3
* xyz 1 1
C 0.72817 1.73112 1.96738
C 0.43146 0.32010 2.38155
C 0.58144 -0.17992 3.60074
C -0.52230 -0.72252 -0.49359
S 0.18234 0.69784 -1.29549
N -0.84438 -1.11438 -4.40141
H 1.50577 1.71320 1.20053
H -0.12940 2.18774 1.44873
H 1.00734 2.35958 2.80363
H 0.10356 -0.32496 1.53998
H 0.35366 -1.21192 3.82292
H 0.99186 0.38463 4.43531
H -1.61389 -0.75638 -0.57838
H 0.01989 -1.62019 -0.79402
H 0.01022 0.49635 -2.63769
H -0.81390 -0.92846 -3.42623
H -0.24034 -1.84422 -4.73696
H -1.75149 -1.18763 -4.83700
*
```

In the natural (NBO) picture, each atom carries the following charge in e:
1 C -0.655
2 C -0.132
3 C -0.346
4 C -0.069
5 S 0.087
6 N -1.039
7 H 0.219
8 H 0.223
9 H 0.257
10 H 0.147
11 H 0.221
12 H 0.236
13 H 0.258
14 H 0.227
15 H 0.253
16 H 0.329
17 H 0.390
18 H 0.395

---

Model ii:
Formula: C4H12NS
Source: OMol25
Level of theory: ωB97M-V/def2-TZVPD

Values from the calculation:
- LUMO energy (alpha / beta) (eV) = -5.41 / -5.66

The geometry in ORCA input format:
```
! wB97M-V def2-TZVPD RIJCOSX def2/J DEFGRID3
* xyz 1 1
C 2.23103 -1.00296 -0.15431
C -0.21213 0.92924 1.51590
C -1.19360 -1.90334 -0.09246
C -0.63983 1.68285 -1.21388
N 1.34635 0.01778 -0.79007
S -0.07680 0.30932 -0.21573
H 3.11493 -1.21868 -0.75673
H 1.67618 -1.92288 0.08121
H 2.56422 -0.51014 0.75594
H 0.71577 0.60737 1.90407
H -1.20512 0.50517 1.92310
H -0.36109 1.97032 1.61370
H -2.29605 -1.65456 -0.38040
H -0.84590 -2.25220 0.91715
H -0.65298 -2.48017 -0.94053
H -1.55473 1.95226 -0.86528
H -0.62187 1.39311 -2.30794
H 0.01906 2.56881 -0.92078
*
```

In the natural (NBO) picture, each atom carries the following charge in e:
1 C -0.433
2 C -0.798
3 C -0.522
4 C -0.757
5 N -0.779
6 S 1.320
7 H 0.246
8 H 0.191
9 H 0.201
10 H 0.259
11 H 0.267
12 H 0.262
13 H 0.251
14 H 0.234
15 H 0.240
16 H 0.240
17 H 0.294
18 H 0.285

---

The structure with the greatest stability is model ii.